ORCA calculation (wB97M-V/def2-TZVPD) on C36H61IN11PSTi as an isolated structure.

Each line ends with the Mulliken charge.
Element x y z (Å)
Ti (0.6553, -1.2671, 0.6601)  -0.76
C (3.6861, -1.8134, 2.4863)  -1.19
C (4.0747, -1.0779, 1.2141)  -0.80
N (2.9563, -0.2923, 0.6969)  0.27
C (3.2139, 0.1500, -0.6596)  -1.28
C (2.9711, -0.9952, -1.6220)  0.94
C (3.2383, -0.9050, -2.9802)  -0.91
C (2.9408, -1.9968, -3.7826)  -0.61
C (2.4276, -3.1463, -3.2067)  -1.27
C (2.2044, -3.1584, -1.8358)  1.04
C (1.6674, -4.3897, -1.1260)  -1.92
N (1.4328, -4.1888, 0.2760)  0.28
C (2.4391, -4.5540, 1.2339)  -0.88
C (2.1960, -3.7978, 2.5370)  -0.89
N (2.3483, -2.3709, 2.3515)  -0.02
N (2.4554, -2.0997, -1.0802)  1.03
H (3.7139, -1.1252, 3.3314)  0.34
H (4.4198, -2.6053, 2.6773)  0.50
H (4.3392, -1.8038, 0.4431)  0.34
H (4.9575, -0.4496, 1.4001)  0.41
H (2.7335, 0.4795, 1.3256)  -0.37
H (4.2340, 0.5399, -0.7946)  0.68
H (2.5101, 0.9467, -0.8898)  -0.05
H (3.6354, 0.0117, -3.3989)  0.47
H (3.0895, -1.9423, -4.8540)  0.40
H (2.1685, -4.0087, -3.8078)  0.47
H (2.3897, -5.2029, -1.2971)  0.53
H (0.7379, -4.6873, -1.6199)  0.34
H (0.4828, -4.3719, 0.5579)  0.30
H (3.4196, -4.2758, 0.8313)  0.44
H (2.4767, -5.6382, 1.4468)  0.43
H (2.8618, -4.1906, 3.3209)  0.47
H (1.1662, -3.9839, 2.8529)  0.06
H (1.6875, -1.8525, 2.9197)  0.02
S (4.0296, 2.2060, 4.9919)  -0.53
C (2.9327, 1.4401, 4.0171)  0.32
N (2.1667, 0.8955, 3.3213)  -0.76
C (-1.7068, -2.8931, 3.5599)  -1.96
C (-1.3741, -1.4988, 3.0041)  1.00
C (-0.9137, -0.6174, 4.1714)  -1.54
C (-2.6309, -0.9000, 2.3643)  -1.08
N (-0.3334, -1.5984, 2.0174)  1.78
H (-2.5044, -2.8383, 4.3085)  0.44
H (-0.8229, -3.3301, 4.0319)  0.32
H (-2.0350, -3.5582, 2.7583)  0.30
H (-1.6851, -0.5652, 4.9478)  0.48
H (-0.6828, 0.3897, 3.8291)  0.08
H (0.0018, -1.0175, 4.6132)  0.27
H (-3.0182, -1.5801, 1.6014)  0.31
H (-3.4174, -0.7174, 3.1065)  0.52
H (-2.3741, 0.0404, 1.8730)  -0.12
I (-2.9830, 0.3552, -5.4630)  -0.84
C (-1.4427, -2.4906, -2.9305)  -0.96
C (-2.3683, -3.4847, -2.6226)  -1.39
C (-2.3133, -3.8608, -1.2517)  -1.28
C (-1.4328, -3.2718, -0.3866)  -0.37
N (-0.5102, -2.3026, -0.7366)  3.38
C (-0.5571, -1.9272, -2.0895)  0.19
H (-3.1143, -3.8543, -3.3093)  0.43
H (-3.0059, -4.5959, -0.8524)  0.40
H (-1.4545, -3.5145, 0.6681)  0.13
H (0.0833, -1.1048, -2.3783)  -0.26
N (0.2873, 0.4065, -0.1187)  2.35
P (-0.5693, 1.6459, -0.4611)  -3.21
N (-2.2218, 1.4496, -0.4132)  1.23
C (-2.7236, 0.2507, -1.1230)  1.31
C (-4.2311, 0.3195, -1.3041)  -1.37
C (-4.9306, 0.6322, 0.0179)  -0.57
C (-4.3595, 1.9129, 0.6716)  -0.77
C (-3.2078, 2.4862, -0.1483)  -1.15
N (-0.3558, 2.9592, 0.5840)  0.29
C (0.9306, 3.6464, 0.4542)  -0.05
C (0.8179, 5.0452, 1.0642)  -0.98
C (-0.0514, 5.0167, 2.3332)  -0.89
C (-0.0007, 3.6241, 2.9496)  -0.63
C (-0.6284, 2.6057, 1.9975)  1.30
N (-0.2109, 2.2365, -1.9804)  1.71
C (-1.2077, 3.0325, -2.7020)  -0.20
C (-0.5298, 3.9435, -3.7182)  -1.01
C (0.2899, 3.1419, -4.7488)  -0.79
C (0.5594, 1.7231, -4.2500)  -0.75
C (0.9007, 1.7162, -2.7712)  1.11
H (-2.4563, -0.6372, -0.5454)  -1.32
H (-2.2517, 0.1550, -2.1060)  -0.29
H (-4.5617, -0.6383, -1.7088)  0.44
H (-4.4815, 1.0678, -2.0604)  0.41
H (-4.7962, -0.2144, 0.6958)  0.20
H (-6.0066, 0.7347, -0.1467)  0.45
H (-3.9917, 1.6892, 1.6757)  0.07
H (-5.1343, 2.6791, 0.7755)  0.58
H (-2.7219, 3.3069, 0.3766)  0.59
H (-3.6046, 2.9034, -1.0842)  0.41
H (1.1875, 3.7128, -0.6032)  0.18
H (1.7251, 3.0730, 0.9520)  0.10
H (0.3852, 5.7282, 0.3282)  0.30
H (1.8222, 5.4103, 1.2983)  0.45
H (-1.0875, 5.2578, 2.0749)  0.27
H (0.2854, 5.7729, 3.0463)  0.47
H (-0.5283, 3.5863, 3.9050)  0.54
H (1.0342, 3.3472, 3.1607)  0.09
H (-1.7137, 2.5924, 2.1379)  -0.01
H (-0.2423, 1.6055, 2.2183)  -1.88
H (-1.7497, 3.6448, -1.9807)  0.37
H (-1.9340, 2.3882, -3.2150)  -0.06
H (0.1171, 4.6419, -3.1765)  0.33
H (-1.2978, 4.5391, -4.2169)  0.41
H (1.2404, 3.6552, -4.9319)  0.32
H (-0.2396, 3.0886, -5.7017)  0.44
H (1.3788, 1.2679, -4.8146)  0.61
H (-0.3204, 1.0971, -4.4204)  -0.19
H (1.8176, 2.3082, -2.5969)  0.03
H (1.1050, 0.7002, -2.4418)  -1.37

* total charge: -2
* multiplicity: 3
* relative energy (zero: lowest compared OMol25 entry of this formula, charge and spin): 0.0 kcal/mol

ORCA calculation (wB97M-V/def2-TZVPD) on a 6-piece molecular cluster, C36H62N2O8S overall in a non-equilibrium geometry.

Each line ends with the Mulliken charge.
Element x y z (Å)
C (2.6831, 2.4853, -1.4329)  -0.03
C (3.3085, 2.7181, -2.8687)  -0.43
O (2.8337, 3.9261, -3.5095)  -0.43
C (2.0024, 3.5946, -4.6601)  -0.99
C (0.6973, 2.9370, -4.0929)  0.38
C (-0.2989, 3.7495, -3.3126)  -1.06
C (-1.5051, 3.1161, -2.7535)  1.28
C (-2.4465, 4.0549, -1.9162)  -1.20
C (-3.9886, 3.9547, -2.2765)  0.52
C (-4.6481, 5.4117, -2.3150)  -1.47
C (-4.6993, 3.2185, -1.0257)  -1.15
C (-1.7543, 1.6366, -2.9773)  -0.06
N (-2.9093, 1.1013, -2.4215)  0.02
C (-3.0669, -0.2211, -2.7070)  0.21
C (-4.3575, -0.9373, -2.1719)  -0.73
S (-4.0995, -1.8188, -0.5946)  1.00
O (-3.5618, -3.1738, -0.7599)  -0.59
O (-5.4445, -1.8975, 0.0691)  -0.63
C (-2.0868, -1.0008, -3.5191)  -0.53
N (-0.9202, -0.5363, -4.0494)  -0.61
C (-0.7951, 0.8184, -3.7521)  0.36
C (0.4219, 1.5269, -4.2962)  -0.12
H (2.2312, 3.4384, -1.0295)  0.30
H (3.4279, 2.0572, -0.6968)  0.22
H (1.8517, 1.7218, -1.4966)  -0.48
H (3.1504, 1.8045, -3.5174)  0.20
H (4.4321, 2.7922, -2.7270)  0.42
H (1.7719, 4.5764, -5.1516)  0.37
H (2.5868, 2.8962, -5.3251)  0.34
H (-0.1015, 4.8396, -3.1677)  0.29
H (-2.1355, 5.1240, -2.1343)  0.32
H (-2.2595, 3.9172, -0.8068)  0.37
H (-4.1985, 3.3682, -3.2119)  0.34
H (-4.2219, 6.0492, -3.1368)  0.36
H (-4.4673, 5.8470, -1.2854)  0.34
H (-5.7724, 5.3045, -2.3986)  0.37
H (-3.8985, 2.5461, -0.5916)  0.22
H (-5.5799, 2.5955, -1.3288)  0.25
H (-4.9163, 3.9834, -0.2337)  0.40
H (-5.2131, -0.1985, -2.1378)  0.42
H (-4.6554, -1.6806, -2.9749)  0.46
H (-3.2583, -1.0384, 0.1756)  0.12
H (-2.3322, -2.0848, -3.7120)  0.35
H (1.1674, 0.9424, -4.9060)  0.27
C (-7.0732, -6.2804, -1.3912)  -0.51
C (-7.0952, -5.1237, -0.4119)  -0.53
C (-7.1074, -3.9232, -1.3398)  0.20
O (-7.7921, -4.3353, -2.5345)  -0.46
C (-7.9524, -5.7580, -2.5132)  -0.49
H (-7.4342, -7.2198, -0.9705)  0.35
H (-6.0538, -6.4385, -1.7565)  0.24
H (-8.0191, -5.1530, 0.1739)  0.28
H (-6.2528, -5.1162, 0.2800)  0.30
H (-6.0992, -3.6279, -1.6138)  -0.33
H (-7.6142, -3.0612, -0.9044)  0.33
H (-9.0096, -5.9747, -2.3231)  0.28
H (-7.6822, -6.1725, -3.4867)  0.27
C (0.1825, -0.7508, 0.4774)  -0.30
C (0.4507, -1.7400, -0.6388)  -0.25
C (1.7102, -1.1736, -1.2689)  0.10
O (2.4357, -0.5172, -0.2215)  -0.51
C (1.5866, -0.4035, 0.9327)  0.65
H (-0.4385, -1.1523, 1.2797)  0.48
H (-0.3118, 0.1403, 0.0727)  0.07
H (0.6559, -2.7280, -0.2162)  0.17
H (-0.3728, -1.8364, -1.3481)  0.08
H (1.4709, -0.4247, -2.0332)  -0.35
H (2.3368, -1.9447, -1.7222)  0.34
H (1.9443, -1.1114, 1.6834)  -0.57
H (1.6580, 0.6061, 1.3440)  0.10
C (5.9486, -0.7384, 2.4523)  -0.40
C (5.9690, -0.7793, 3.9674)  -0.66
C (4.5142, -0.5094, 4.3083)  -0.25
O (3.7294, -1.0397, 3.2324)  -0.30
C (4.6027, -1.3637, 2.1391)  -0.10
H (6.7818, -1.2660, 1.9869)  0.40
H (5.9665, 0.3007, 2.1088)  -0.02
H (6.2532, -1.7795, 4.3082)  0.28
H (6.6531, -0.0588, 4.4178)  0.40
H (4.3125, 0.5654, 4.3708)  0.10
H (4.2113, -0.9756, 5.2489)  0.24
H (4.6761, -2.4559, 2.0809)  0.16
H (4.1758, -0.9937, 1.2066)  0.18
C (1.5143, -5.2658, 4.1172)  -0.61
C (1.4836, -4.1126, 5.1024)  -0.63
C (1.4797, -2.9096, 4.1765)  0.14
O (0.8058, -3.3149, 2.9741)  -0.27
C (0.6458, -4.7386, 2.9884)  -0.52
H (1.1495, -6.2068, 4.5304)  0.38
H (2.5370, -5.4221, 3.7605)  0.27
H (0.5549, -4.1435, 5.6808)  0.29
H (2.3204, -4.1088, 5.8020)  0.33
H (2.4963, -2.6114, 3.9063)  -0.25
H (0.9683, -2.0475, 4.6108)  0.29
H (-0.4128, -4.9562, 3.1677)  0.32
H (0.9252, -5.1490, 2.0158)  0.26
C (5.5157, 3.4306, 3.2679)  -0.31
C (5.7272, 4.8749, 2.8576)  -0.66
C (4.7710, 5.0113, 1.6859)  -0.47
O (3.6801, 4.1166, 1.9366)  -0.38
C (4.0286, 3.2504, 3.0232)  0.35
H (5.8067, 3.2185, 4.2976)  0.41
H (6.0864, 2.7695, 2.6079)  0.08
H (5.4201, 5.5402, 3.6701)  0.27
H (6.7590, 5.1114, 2.5953)  0.35
H (5.2463, 4.7075, 0.7468)  0.25
H (4.3914, 6.0284, 1.5701)  0.32
H (3.4427, 3.5561, 3.8973)  0.24
H (3.7656, 2.2206, 2.7706)  -0.44

* total charge: 0
* calculated total energy: -2518.31678 Eh

Q: Which of these has the lowest total charge?
A: C36H61IN11PSTi